# C16H27BrGdN2O5

A molecular structure, C16H27BrGdN2O5 in a non-equilibrium geometry (wB97M-V/def2-TZVPD, OMol25).

- HOMO-LUMO gap (spin up / spin down) (Eh) = 0.1306 / 0.1366
- <S²> = 16.785
- DFT total energy (eV) = -121090.013
- max |F| (eV Å⁻¹) = 7.57
- ΔE to the lowest compared entry with this formula, charge and spin (eV) = 0.0000

Geometry as ORCA input:
```
! RIJCOSX wB97M-V def2-TZVPD def2/J DEFGRID3
* xyz 3 8
C -3.543 2.376 -0.123
C -2.356 1.490 0.407
O -2.464 1.021 1.484
O -1.349 1.419 -0.409
C -1.045 0.099 -0.972
C 0.474 -0.155 -1.116
C 1.152 1.230 -1.454
C 0.758 1.836 -2.827
C -0.402 2.874 -2.758
Br -2.074 2.191 -3.575
N 0.825 -1.043 -2.192
C 2.110 -1.574 -2.147
O 2.832 -1.854 -3.013
C 2.400 -1.658 -0.613
C 1.267 -0.845 0.089
C 2.126 0.125 1.014
C 1.245 1.073 1.915
C 1.537 0.744 3.386
N 0.640 0.045 4.111
O 2.574 1.083 3.922
C 0.456 -1.673 1.136
C 0.102 -3.128 0.717
C -1.225 -3.504 1.449
O -0.139 -3.284 -0.667
H -3.179 3.183 -0.790
H -4.060 2.914 0.734
H -4.267 1.756 -0.752
H -1.454 -0.006 -1.989
H -1.570 -0.656 -0.367
H 2.235 1.036 -1.491
H 1.020 2.011 -0.684
H 1.636 2.386 -3.199
H 0.520 1.102 -3.603
H -0.583 3.256 -1.748
H -0.125 3.749 -3.357
H 0.361 -0.953 -3.087
H 2.540 -2.681 -0.245
H 3.386 -1.171 -0.530
H 2.868 0.691 0.439
H 2.715 -0.533 1.669
H 0.179 1.027 1.677
H 1.599 2.101 1.744
H 0.631 0.335 5.091
H -0.286 0.124 3.698
H -0.479 -1.168 1.448
H 1.048 -1.761 2.062
H 0.854 -3.871 1.011
H -2.020 -2.905 0.957
H -1.223 -3.221 2.509
H -1.486 -4.555 1.276
H -1.079 -3.388 -0.855
Gd -5.683 2.311 0.618
*
```

# C30H28MgN6O4S2

A molecular structure, C30H28MgN6O4S2 in a non-equilibrium geometry (wB97M-V/def2-TZVPD, OMol25).

- HOMO-LUMO gap (Eh) = 0.2755
- DFT total energy (eV) = -75811.673
- max |F| (eV Å⁻¹) = 1.50

Geometry as ORCA input:
```
! RIJCOSX wB97M-V def2-TZVPD def2/J DEFGRID3
* xyz 0 1
Mg 2.156 1.276 -1.598
O 5.596 0.767 0.360
C 4.682 0.777 -0.469
N 3.398 0.449 -0.312
C 2.960 0.152 1.031
C 1.625 0.820 1.294
C 1.098 0.927 2.582
C -0.084 1.612 2.777
C -0.741 2.164 1.680
C -0.178 1.989 0.435
N 0.973 1.329 0.240
C 4.990 1.205 -1.900
C 6.262 1.624 -2.238
C 6.509 2.016 -3.543
C 5.483 1.959 -4.471
C 4.236 1.538 -4.052
N 3.979 1.175 -2.791
H 2.832 -0.928 1.179
H 3.691 0.485 1.772
H 1.642 0.492 3.411
H -0.485 1.737 3.776
H -1.663 2.720 1.790
H -0.653 2.384 -0.457
H 7.019 1.632 -1.467
H 7.492 2.366 -3.833
H 5.636 2.260 -5.499
H 3.401 1.498 -4.739
S 1.355 -2.129 -0.595
C -0.107 -1.496 -0.171
N -0.620 -1.516 1.071
C -1.969 -1.029 1.326
C -2.856 -1.445 0.189
N -2.308 -0.907 -1.051
C -3.285 -0.479 -2.064
C -4.015 0.772 -1.643
C -3.411 2.012 -1.844
C -4.038 3.176 -1.423
C -5.277 3.112 -0.796
C -5.893 1.883 -0.607
C -5.264 0.718 -1.033
C -0.985 -0.841 -1.244
S -0.280 -0.063 -2.524
C 0.127 -1.968 2.244
C -0.418 -3.267 2.784
C -0.342 -4.428 2.016
C -0.829 -5.627 2.513
C -1.395 -5.680 3.783
C -1.478 -4.528 4.550
C -0.993 -3.325 4.048
H -1.977 0.060 1.434
H -2.322 -1.477 2.254
H -3.849 -1.026 0.332
H -2.938 -2.535 0.138
H -3.979 -1.306 -2.226
H -2.735 -0.299 -2.980
H -2.452 2.057 -2.352
H -3.565 4.136 -1.592
H -5.770 4.021 -0.471
H -6.866 1.828 -0.134
H -5.761 -0.239 -0.906
H 0.061 -1.186 3.004
H 1.165 -2.082 1.944
H 0.111 -4.385 1.030
H -0.761 -6.526 1.913
H -1.766 -6.620 4.174
H -1.919 -4.563 5.538
H -1.054 -2.424 4.651
O 2.735 4.145 -3.315
N 2.213 3.339 -2.578
O 2.491 3.260 -1.336
O 1.367 2.455 -3.007
*
```

# C13H6Cl3O3PdS

A molecular structure, C13H6Cl3O3PdS in a non-equilibrium geometry (wB97M-V/def2-TZVPD, OMol25).

- HOMO-LUMO gap (Eh) = 0.2588
- DFT total energy (eV) = -71606.049
- max |F| (eV Å⁻¹) = 1.02
- ΔE to the lowest compared entry with this formula, charge and spin (eV) = 0.0000

Geometry as ORCA input:
```
! RIJCOSX wB97M-V def2-TZVPD def2/J DEFGRID3
* xyz -1 1
Pd 0.612 0.724 0.509
O 4.305 -0.540 0.464
C 3.211 -0.467 1.003
O 2.107 -0.552 0.337
C 3.107 -0.303 2.508
C 4.304 -0.338 3.218
C 4.326 -0.299 4.600
C 3.125 -0.215 5.294
C 1.927 -0.155 4.610
C 1.891 -0.199 3.212
S 0.286 -0.151 2.495
H 5.216 -0.411 2.641
H 5.266 -0.336 5.135
H 3.121 -0.178 6.377
H 0.997 -0.055 5.153
Cl -5.876 4.404 -0.470
C -4.234 3.845 -0.343
C -3.974 2.486 -0.291
C -2.664 2.066 -0.198
Cl -2.302 0.372 -0.145
C -1.547 2.948 -0.135
O -0.327 2.566 -0.042
C -1.904 4.320 -0.196
Cl -0.619 5.484 -0.138
C -3.204 4.768 -0.300
H -4.774 1.762 -0.327
H -3.408 5.827 -0.344
*
```

# C13H12ClN3O2

A single C13H12ClN3O2 molecule in a non-equilibrium geometry (wB97M-V/def2-TZVPD, OMol25).

- HOMO-LUMO gap (Eh) = 0.2840
- DFT total energy (eV) = -34761.097
- max |F| (eV Å⁻¹) = 1.39
- ΔE to the lowest compared entry with this formula, charge and spin (eV) = 4.3471
- SMILES = O=[N+]([O-])c1cc(Cl)ccc1NCCc1ccccn1

Geometry as ORCA input:
```
! RIJCOSX wB97M-V def2-TZVPD def2/J DEFGRID3
* xyz 0 1
O -1.835 -1.100 -1.433
N -1.230 -2.147 -1.661
O -1.798 -3.172 -1.984
C 0.181 -2.165 -1.540
C 0.818 -3.379 -1.828
C 2.182 -3.491 -1.732
Cl 2.964 -4.989 -2.090
C 2.946 -2.386 -1.346
C 2.337 -1.193 -1.062
C 0.935 -1.026 -1.147
N 0.356 0.149 -0.863
C 1.037 1.345 -0.430
C 0.022 2.445 -0.146
C -0.868 2.226 1.051
C -0.906 1.054 1.798
C -1.780 0.976 2.871
C -2.586 2.062 3.166
C -2.470 3.188 2.365
N -1.640 3.268 1.344
H 0.206 -4.217 -2.124
H 4.018 -2.479 -1.274
H 2.942 -0.351 -0.770
H -0.655 0.189 -0.966
H 1.722 1.688 -1.216
H 1.630 1.142 0.471
H -0.620 2.580 -1.020
H 0.548 3.390 0.004
H -0.277 0.211 1.560
H -1.831 0.074 3.464
H -3.280 2.038 3.991
H -3.069 4.071 2.546
*
```

# C16H54O11

11 unconnected molecules or ions with the total composition C16H54O11 in a non-equilibrium geometry (wB97M-V/def2-TZVPD, OMol25).

- HOMO-LUMO gap (Eh) = 0.3706
- DFT total energy (eV) = -39985.976
- max |F| (eV Å⁻¹) = 2.50
- ΔE to the lowest compared entry with this formula, charge and spin (eV) = 3.5583
- SMILES = CCO.CCO.CCO.CCO.CCO.CO.CO.CO.CO.CO.CO

Geometry as ORCA input:
```
! RIJCOSX wB97M-V def2-TZVPD def2/J DEFGRID3
* xyz 0 1
C 0.935 -3.044 -4.054
C 0.258 -1.763 -3.607
O -1.155 -1.775 -3.775
H 0.633 -3.839 -3.393
H 2.004 -2.840 -4.036
H 0.674 -3.348 -5.076
H 0.509 -0.945 -4.236
H 0.572 -1.527 -2.564
H -1.466 -2.644 -3.559
C 2.811 2.359 -1.505
C 3.757 1.399 -2.259
O 3.010 0.240 -2.663
H 1.974 2.594 -2.180
H 3.275 3.323 -1.185
H 2.462 1.739 -0.696
H 4.615 1.154 -1.645
H 4.096 1.866 -3.153
H 3.025 -0.394 -1.941
C -3.167 -1.668 -0.918
C -2.611 -3.029 -1.257
O -3.107 -3.925 -0.262
H -2.793 -0.838 -1.547
H -2.959 -1.452 0.130
H -4.278 -1.722 -0.949
H -1.524 -3.114 -1.188
H -2.927 -3.335 -2.304
H -4.060 -3.963 -0.312
C 0.878 4.575 0.905
C 0.009 3.893 1.965
O 0.729 2.787 2.614
H 0.986 3.886 0.056
H 1.870 4.873 1.256
H 0.400 5.503 0.561
H -0.800 3.403 1.415
H -0.359 4.642 2.682
H 1.449 3.176 3.138
C 3.870 -3.060 1.000
C 2.567 -2.294 1.024
O 2.474 -1.465 -0.093
H 4.730 -2.467 1.290
H 3.987 -3.480 -0.043
H 3.790 -3.909 1.711
H 2.320 -1.713 1.925
H 1.778 -3.061 0.852
H 2.418 -0.592 0.252
C 0.133 0.451 0.541
O 1.455 0.615 1.164
H -0.064 -0.582 0.260
H -0.665 0.562 1.281
H 0.010 1.050 -0.373
H 1.478 1.594 1.518
C -2.940 2.960 -0.224
O -1.850 3.606 -0.858
H -2.733 1.883 -0.043
H -3.121 3.485 0.716
H -3.799 3.111 -0.868
H -1.584 3.232 -1.727
C -1.300 -2.901 2.085
O -2.121 -4.042 2.298
H -1.908 -2.038 1.785
H -0.786 -2.661 2.993
H -0.578 -3.153 1.325
H -2.550 -4.229 1.431
C 1.035 -0.551 4.928
O 1.745 -0.657 3.709
H 0.783 0.516 5.198
H 0.094 -1.106 4.923
H 1.616 -0.925 5.711
H 1.429 -0.035 3.074
C -1.146 1.498 -4.342
O -0.814 2.216 -3.183
H -1.923 1.978 -4.934
H -0.291 1.289 -4.976
H -1.631 0.573 -4.087
H 0.147 2.382 -3.075
C -2.625 1.153 3.857
O -2.416 0.755 2.460
H -3.623 0.874 4.215
H -1.791 0.780 4.516
H -2.500 2.238 3.918
H -2.826 -0.128 2.406
*
```

# C13H16N2O3S2

A molecular structure, C13H16N2O3S2 in a non-equilibrium geometry (wB97M-V/def2-TZVPD, OMol25).

- HOMO-LUMO gap (Eh) = 0.2941
- DFT total energy (eV) = -44520.237
- max |F| (eV Å⁻¹) = 19.44
- ΔE to the lowest compared entry with this formula, charge and spin (eV) = 14.3735

Geometry as ORCA input:
```
! RIJCOSX wB97M-V def2-TZVPD def2/J DEFGRID3
* xyz 0 1
C -5.345 0.316 -1.157
H -5.542 -0.719 -1.036
O -4.607 0.904 -0.368
C -3.133 0.676 -0.441
C -2.743 -0.558 0.028
H -3.260 -1.466 -0.289
H -2.886 -0.681 1.417
O -1.355 -1.089 -0.193
C -0.432 -0.550 0.683
O -0.850 0.238 1.690
C 0.931 -1.093 0.490
C 1.456 -1.781 -0.602
N 2.709 -1.738 -0.667
C 3.571 -1.699 0.412
N 3.163 -0.885 1.318
H 3.883 -0.630 2.260
C 1.861 -0.026 1.479
C 2.122 1.267 1.028
C 1.807 2.299 1.548
C 2.208 3.472 0.984
C 2.637 3.257 -0.478
S 2.695 1.423 -0.540
H 2.845 3.796 -1.144
H 2.153 4.459 1.424
H 1.593 2.272 2.394
H 1.390 -0.152 2.401
S 5.169 -1.955 0.302
H 3.009 -2.655 -1.395
C 0.584 -2.350 -1.407
H 1.096 -2.900 -2.142
H -0.222 -3.127 -1.123
H -0.008 -1.583 -2.207
H -2.783 0.641 -1.450
H -2.510 1.513 0.168
H -6.220 0.860 -1.125
H -4.986 0.245 -2.259
*
```

Question: Which value of max |F| does entry 1 give?
Answer: 7.57 eV Å⁻¹

Question: The lowest DFT total energy belongs to which entry?
Answer: C16H27BrGdN2O5